The following is a DFT calculation (ωB97M-V with the def2-TZVPD basis set) of a 7-piece molecular cluster, C20H49BrO9S6 overall.

Summary:
Orbital gap: 8.8 eV
E_LUMO: 0.3 eV
HOMO level: -8.469 eV

```
! wB97M-V def2-TZVPD RIJCOSX def2/J DEFGRID3
* xyz 0 1
C 4.859 -0.933 1.060
C 4.365 0.522 0.738
C 5.622 1.394 0.407
C 3.679 1.081 2.037
C 2.119 1.195 1.980
C 1.410 0.095 1.183
O 0.837 -1.037 1.863
C 0.141 -1.647 0.818
O -0.050 -2.765 0.678
O -0.255 -0.663 -0.101
C 0.083 0.593 0.518
Br -1.484 0.842 1.713
H 5.643 -1.179 0.320
H 5.287 -0.990 2.082
H 4.031 -1.674 1.051
H 3.714 0.558 -0.157
H 5.997 1.060 -0.584
H 6.394 1.286 1.192
H 5.316 2.455 0.287
H 4.042 0.531 2.927
H 4.064 2.117 2.171
H 1.827 2.212 1.649
H 1.757 1.130 3.031
H 1.918 -0.370 0.317
H 0.164 1.441 -0.181
C -4.337 -4.478 -2.222
S -3.857 -3.305 -0.942
O -4.735 -2.109 -1.082
C -2.265 -2.881 -1.660
H -5.336 -4.844 -1.993
H -4.345 -3.983 -3.194
H -3.636 -5.313 -2.230
H -2.407 -2.487 -2.667
H -1.630 -3.767 -1.688
H -1.797 -2.124 -1.038
C -2.782 0.410 -3.284
S -1.634 0.233 -4.660
O -0.754 1.436 -4.665
C -2.863 0.460 -5.957
H -2.219 0.340 -2.354
H -3.277 1.381 -3.337
H -3.521 -0.391 -3.319
H -3.352 1.428 -5.839
H -3.598 -0.344 -5.906
H -2.355 0.425 -6.919
C -3.843 4.758 -3.176
S -2.281 4.776 -2.280
O -2.125 6.132 -1.685
C -1.228 4.702 -3.737
H -4.653 4.836 -2.453
H -3.885 5.605 -3.863
H -3.936 3.821 -3.726
H -1.437 5.552 -4.388
H -1.405 3.765 -4.268
H -0.190 4.741 -3.410
C -1.677 -5.258 4.221
S -0.069 -4.683 3.648
O 0.968 -5.486 4.357
C -0.148 -3.076 4.453
H -1.825 -6.275 3.861
H -1.708 -5.249 5.311
H -2.458 -4.613 3.816
H -0.276 -3.206 5.528
H -0.979 -2.503 4.039
H 0.785 -2.550 4.258
C 3.433 -7.736 0.868
S 4.254 -7.080 2.332
O 5.571 -7.763 2.446
C 3.144 -7.845 3.522
H 3.989 -7.411 -0.010
H 3.421 -8.826 0.908
H 2.415 -7.348 0.818
H 3.150 -8.928 3.392
H 2.137 -7.452 3.385
H 3.492 -7.598 4.523
C -2.290 8.598 0.145
S -0.531 8.978 0.097
O 0.135 8.147 1.136
C -0.685 10.647 0.761
H -2.430 7.573 -0.196
H -2.663 8.696 1.166
H -2.827 9.276 -0.519
H -1.160 10.613 1.743
H -1.276 11.257 0.077
H 0.313 11.072 0.855
*
```



The following is a DFT calculation (ωB97M-V with the def2-TZVPD basis set) of a 2-piece molecular cluster, C5H14 overall.

Summary:
Orbital gap: 12.0 eV
E_LUMO: 1.1 eV
SMILES: CCC.CC
Energy above the lowest of the compared OMol25 structures with the same formula, charge and spin: 118.98 kJ/mol
HOMO level: -10.937 eV

```
! wB97M-V def2-TZVPD RIJCOSX def2/J DEFGRID3
* xyz 0 1
C 0.097 2.154 0.056
C 0.040 1.406 1.390
C -1.474 1.250 1.837
H -0.302 3.178 0.252
H -0.405 1.453 -0.755
H 1.153 2.212 -0.255
H 0.468 0.328 1.230
H 0.637 1.987 2.072
H -1.806 2.251 2.314
H -2.044 1.000 1.013
H -1.574 0.433 2.532
C 0.544 -2.965 -1.698
C 0.680 -1.478 -1.356
H 0.618 -3.602 -0.831
H -0.345 -3.221 -2.306
H 1.625 -3.167 -2.079
H 0.376 -0.721 -2.010
H 1.672 -1.284 -0.956
H 0.040 -1.215 -0.451
*
```



The following is a DFT calculation (ωB97M-V with the def2-TZVPD basis set) of a 3-piece molecular cluster, C30H40BrF3N2O5S2 overall.

Summary:
Orbital gap: 6.8 eV
E_LUMO: -1.2 eV
SMILES: COCCCCCc1ccc2c(c1)N(N=C=S)c1c(CC(=O)Br)ccc(C[C@@H](O)C(F)(F)F)c1S2.CC(C)O.CC(C)O
HOMO level: -7.980 eV

```
! wB97M-V def2-TZVPD RIJCOSX def2/J DEFGRID3
* xyz 0 1
C -4.196 -3.638 3.721
O -5.296 -2.661 3.747
C -5.444 -1.949 2.466
C -5.274 -0.329 2.700
C -3.866 0.033 3.458
C -2.598 -0.313 2.432
C -1.165 0.081 3.152
C 0.054 -0.292 2.117
C -0.150 -1.426 0.937
C 1.128 -1.756 -0.061
C 2.574 -0.962 0.152
C 2.808 0.170 1.313
C 1.498 0.490 2.296
N 4.081 0.921 1.614
N 4.780 0.408 2.693
C 4.864 -0.962 2.664
S 4.782 -2.644 2.345
C 4.945 1.155 0.399
C 5.894 2.532 0.402
C 5.755 3.531 1.714
C 6.949 3.333 2.819
O 8.002 2.512 2.705
Br 6.829 4.485 4.484
C 6.931 2.914 -0.822
C 7.019 1.889 -2.101
C 6.093 0.498 -2.185
C 6.245 -0.406 -3.544
C 6.788 -1.934 -3.307
O 7.200 -2.052 -1.898
C 5.785 -3.119 -3.838
F 5.868 -4.394 -3.089
F 4.355 -2.742 -3.912
F 6.218 -3.443 -5.249
C 5.090 0.189 -0.916
S 4.027 -1.371 -0.962
H -3.372 -3.438 2.914
H -4.573 -4.764 3.629
H -3.647 -3.551 4.775
H -6.542 -2.132 2.086
H -4.696 -2.278 1.628
H -5.386 0.174 1.636
H -6.161 0.073 3.352
H -3.700 -0.661 4.412
H -3.747 1.168 3.743
H -2.679 -1.482 2.220
H -2.735 0.337 1.459
H -0.980 -0.470 4.171
H -1.152 1.249 3.355
H -1.142 -2.041 0.762
H 0.994 -2.579 -0.882
H 1.651 1.284 3.170
H 5.742 4.636 1.264
H 4.696 3.420 2.254
H 7.596 3.890 -0.831
H 7.753 2.127 -3.002
H 5.210 -0.338 -4.117
H 7.026 0.149 -4.256
H 7.788 -2.036 -3.950
H 6.590 -2.643 -1.367
C -0.699 0.241 -2.761
C -2.114 0.439 -2.240
C -2.901 1.395 -3.122
O -2.061 0.956 -0.913
H -0.150 1.189 -2.772
H -0.141 -0.439 -2.109
H -0.706 -0.171 -3.774
H -2.628 -0.527 -2.194
H -2.429 2.384 -3.146
H -3.913 1.537 -2.728
H -2.973 1.017 -4.147
H -1.606 1.815 -0.944
C -8.151 0.290 -2.309
C -7.694 0.613 -0.895
C -7.400 2.095 -0.733
O -6.520 -0.137 -0.596
H -7.374 0.543 -3.039
H -8.347 -0.782 -2.415
H -9.063 0.840 -2.564
H -8.467 0.310 -0.180
H -6.597 2.412 -1.407
H -7.061 2.311 0.286
H -8.289 2.699 -0.940
H -5.828 0.125 -1.226
*
```



The following is a DFT calculation (ωB97M-V with the def2-TZVPD basis set) of C5H10O in the gas phase.

Summary:
Orbital gap: 11.1 eV
E_LUMO: 1.0 eV
SMILES: CC[C@@]1(C)CO1
Energy above the lowest of the compared OMol25 structures with the same formula, charge and spin: 105.52 kJ/mol
HOMO level: -10.104 eV

```
! wB97M-V def2-TZVPD RIJCOSX def2/J DEFGRID3
* xyz 0 1
C 1.841 0.016 0.453
C 0.843 0.387 -0.641
C -0.597 0.059 -0.305
C -0.862 -1.303 0.294
C -1.558 1.141 -0.056
O -1.525 0.469 -1.306
H 1.881 -1.068 0.603
H 1.580 0.476 1.413
H 2.849 0.346 0.186
H 1.091 -0.152 -1.564
H 0.913 1.455 -0.878
H -0.307 -2.080 -0.246
H -0.553 -1.343 1.345
H -1.927 -1.542 0.232
H -1.221 2.179 -0.078
H -2.449 0.959 0.548
*
```



The following is a DFT calculation (ωB97M-V with the def2-TZVPD basis set) of P4S2 in the gas phase.

Summary:
Orbital gap (spin up / spin down): 5.8 / 5.8 eV
E_LUMO (spin up / spin down): -2.6 / -2.6 eV
Energy above the lowest of the compared OMol25 structures with the same formula, charge and spin: 60.12 kJ/mol
HOMO level (spin up / spin down): -8.339 / -8.339 eV

```
! wB97M-V def2-TZVPD RIJCOSX def2/J DEFGRID3
* xyz 0 1
P -0.752 1.297 -0.414
P -0.179 0.368 1.529
P 1.517 0.755 0.065
P -1.792 -0.408 -1.050
S -1.180 -1.322 0.690
S 2.440 -0.784 -0.819
*
```



The following is a DFT calculation (ωB97M-V with the def2-TZVPD basis set) of C15H21Ge2O7P2PdS4 as an isolated structure.

Summary:
Orbital gap (spin up / spin down): 8.8 / 7.3 eV
E_LUMO (spin up / spin down): 0.3 / -2.1 eV
Energy above the lowest of the compared OMol25 structures with the same formula, charge and spin: 0.00 kJ/mol
HOMO level (spin up / spin down): -8.551 / -9.412 eV

```
! wB97M-V def2-TZVPD RIJCOSX def2/J DEFGRID3
* xyz 0 6
Pd -2.070 0.091 -1.950
O -1.952 0.104 2.468
P -2.728 0.710 1.208
O -3.449 1.958 1.434
O -1.522 0.812 0.171
O -3.690 -0.441 0.698
P -3.266 -1.979 0.180
O -4.476 -2.230 -0.845
O -3.300 -2.895 1.328
O -2.017 -1.764 -0.635
H -2.510 0.042 3.252
H -5.131 -2.813 -0.447
S -2.353 -1.589 -3.942
S -2.190 0.258 -4.477
S -4.309 1.296 -1.926
S -2.957 2.648 -2.109
C 2.809 -1.605 1.663
Ge 0.958 -1.155 2.156
C -0.030 -2.825 2.317
C 0.959 -0.132 3.811
Ge 0.270 0.221 0.258
C 1.121 1.987 0.304
C 0.575 3.054 -0.411
C 1.170 4.308 -0.378
C 2.318 4.512 0.377
C 2.863 3.465 1.102
C 2.265 2.211 1.068
C 0.571 -0.496 -1.535
C 0.952 0.341 -2.589
C 1.316 -0.193 -3.820
C 1.334 -1.566 -4.003
C 0.983 -2.413 -2.955
C 0.600 -1.883 -1.734
H 3.196 -2.314 2.396
H 3.474 -0.743 1.633
H 2.823 -2.086 0.683
H 0.018 -3.164 3.353
H 0.436 -3.582 1.685
H -1.077 -2.721 2.033
H 1.621 -0.637 4.516
H -0.044 -0.097 4.227
H 1.316 0.886 3.660
H -0.335 2.912 -0.980
H 0.731 5.126 -0.935
H 2.780 5.491 0.408
H 3.751 3.621 1.702
H 2.695 1.401 1.645
H 0.988 1.414 -2.451
H 1.596 0.468 -4.631
H 1.627 -1.984 -4.958
H 1.001 -3.487 -3.092
H 0.292 -2.542 -0.932
*
```



The following is a DFT calculation (ωB97M-V with the def2-TZVPD basis set) of a 2-piece molecular cluster, C2H5O3 overall.

Summary:
Orbital gap: 8.9 eV
E_LUMO: 4.5 eV
Energy above the lowest of the compared OMol25 structures with the same formula, charge and spin: 0.00 kJ/mol
HOMO level: -4.439 eV

```
! wB97M-V def2-TZVPD RIJCOSX def2/J DEFGRID3
* xyz -1 1
O 0.272 0.892 0.963
C -0.507 0.111 0.379
O -0.532 -0.154 -0.848
C -1.580 -0.574 1.248
H -2.464 0.058 1.275
H -1.227 -0.662 2.272
H -1.850 -1.538 0.831
H 2.266 0.379 -0.795
H 1.097 -0.277 -1.417
O 2.074 -0.195 -1.552
*
```



Number 1: DFT total energy -6431.52001 Ha. Number 2: DFT total energy -198.84384 Ha. Number 3: DFT total energy -5321.92644 Ha. Number 4: DFT total energy -271.71243 Ha. Number 5: DFT total energy -2161.77885 Ha. Number 6: DFT total energy -7668.32110 Ha. Number 7: DFT total energy -305.00751 Ha.